*P*
16
Properties=species:S:1:pos:R:3 method="wB97M-V/def2-TZVPD" homo_energy_ev=-8.90 orbital_gap_ev=9.88 smiles="C=C1OCC[C@@H]2O[C@@H]12" total_charge=0 e_lumo_ev=1.0
C 2.36419 -0.17356 0.35146
C 1.16618 -0.12607 -0.22501
O 0.34431 -1.28147 -0.50218
C -0.92530 -1.42482 0.15250
C -1.88539 -0.11796 0.06905
C -0.83031 0.73254 0.54812
O -0.20031 1.93653 0.01335
C 0.24165 0.83117 -0.58218
H 2.73562 -1.19226 0.89222
H 3.14900 0.57386 0.28107
H -1.35926 -2.43303 -0.20218
H -0.64040 -1.65832 1.38383
H -2.09766 0.18210 -0.97640
H -2.97312 -0.38643 0.50254
H -0.38240 0.55562 1.49375
H -0.37001 0.79018 -1.34784

***

*Q*
16
Properties=species:S:1:pos:R:3 method="wB97M-V/def2-TZVPD" homo_energy_ev=-9.81 orbital_gap_ev=10.58 smiles="C=C1C[C@H]1CC(=O)O" total_charge=0 e_lumo_ev=0.8
C 1.12745 -2.41851 0.97604
C 0.23227 -1.46248 0.74446
C -0.84250 -0.60871 1.34450
C -0.38695 -0.47912 -0.14651
C 0.44932 0.72781 -0.63543
C -0.46417 1.79055 -1.14824
O -1.64647 1.72021 -1.37933
O 0.23154 2.91815 -1.41885
H 1.81085 -2.81199 0.22244
H 1.23946 -2.83064 1.96884
H -0.49000 0.20523 1.94561
H -1.85524 -0.93425 1.46897
H -1.09121 -0.87148 -0.88552
H 1.14001 0.48759 -1.47178
H 1.07998 1.09293 0.19329
H -0.53435 3.47471 -1.77848

***

*R*
16
Properties=species:S:1:pos:R:3 method="wB97M-V/def2-TZVPD" homo_energy_ev=-9.44 orbital_gap_ev=9.31 total_charge=0 e_lumo_ev=-0.1
C 0.24324 0.61448 0.31541
C -1.08901 1.20971 -0.46754
C -1.90750 -0.16915 -0.35727
C -0.62375 -1.25266 0.01695
C 0.01896 -0.55817 1.33482
C 0.59331 -0.63708 -0.45960
H 2.12260 1.61084 -0.72236
H -1.87791 1.85536 -0.05400
H -0.56713 1.23791 -1.69942
H -2.51741 -0.15462 0.75598
H -2.74081 -0.57803 -1.18140
H -0.65971 -2.38076 0.29269
H 1.18627 -1.08453 1.49851
H -0.75223 -0.48652 2.14925
O 1.13975 1.68416 0.32579
O 1.65960 -1.09196 -0.74277

***

Energetically preferred structure: *Q* | next structure: +4.978 eV

***

*P*
16
Properties=species:S:1:pos:R:3 method="wB97M-V/def2-TZVPD" homo_energy_ev=-9.85 orbital_gap_ev=10.47 smiles="C=C1C[C@H]1CC(=O)O" total_charge=0 e_lumo_ev=0.6
C 1.64048 -1.90652 -2.01935
C 1.01624 -1.55852 -0.91627
C 0.65055 -1.42868 0.52926
C -0.18907 -0.78382 -0.48185
C -0.05421 0.75549 -0.48733
C -0.73252 1.40368 0.70476
O -0.01039 1.99170 1.51837
O -2.04070 1.18160 0.91949
H 2.60745 -2.39457 -2.12836
H 1.27135 -1.41297 -2.99652
H 0.26309 -2.37022 0.98662
H 1.23545 -0.66621 1.20439
H -1.17385 -1.15935 -0.59649
H 1.00770 0.97048 -0.50784
H -0.59011 1.24310 -1.36764
H -2.20115 1.51357 1.92764

***

*Q*
16
Properties=species:S:1:pos:R:3 method="wB97M-V/def2-TZVPD" homo_energy_ev=-8.53 orbital_gap_ev=9.27 smiles=Oc1ccccc1.O total_charge=0 e_lumo_ev=0.7
O -1.50312 -0.28365 1.79465
C -0.66748 -0.49407 0.73270
C 0.70188 -0.76813 0.85296
C 1.38770 -0.99475 -0.32121
C 0.85951 -0.49983 -1.50638
C -0.45046 -0.06000 -1.58329
C -1.32115 -0.30105 -0.49720
H -1.20201 -0.69362 2.59898
H 1.09272 -1.11549 1.79799
H 2.30293 -1.58807 -0.36314
H 1.53154 -0.43056 -2.35935
H -0.67245 0.38138 -2.55772
H -2.36762 -0.05410 -0.55102
O 0.82139 2.43329 -0.02566
H 1.28277 1.76361 0.50162
H 0.62395 3.17358 0.56759

***

Energetically preferred structure: *Q* | next structure: +1.613 eV

***

*P*
19
Properties=species:S:1:pos:R:3 method="wB97M-V/def2-TZVPD" spin_multiplicity=2 homo_energy_ev="1.51 / -7.60" orbital_gap_ev="2.60 / 11.82" total_charge=-1 e_lumo_ev="4.1 / 4.2"
C -0.92171 -0.87592 2.39076
C -1.56901 0.47341 2.02940
H -1.13419 -1.19607 3.41954
H -1.11779 -1.64410 1.65363
H 0.15001 -0.73854 2.55432
H -1.33349 0.60436 0.97588
H -1.12927 1.29640 2.58380
H -2.63145 0.55372 2.26717
C 0.77883 -0.11391 -1.09012
C -0.25340 0.69195 -1.86572
C 2.12249 -0.27362 -1.78885
H 0.93844 0.39565 -0.13261
H 0.44610 -1.10814 -0.78260
H -0.27484 0.58616 -2.94878
H 2.49454 0.71309 -2.08553
H -0.11060 1.76888 -1.71710
H -1.26817 0.49184 -1.50462
H 2.79232 -0.88263 -1.18280
H 2.02118 -0.74253 -2.77576

***

*Q*
19
Properties=species:S:1:pos:R:3 method="wB97M-V/def2-TZVPD" spin_multiplicity=2 homo_energy_ev="1.50 / -7.29" orbital_gap_ev="2.69 / 11.46" total_charge=-1 e_lumo_ev="4.2 / 4.2"
C 1.28980 0.16269 1.08937
C 2.15125 1.37205 0.89392
C 0.00307 0.55534 1.79509
H 1.22975 -0.29607 0.03285
H 1.88010 -0.67558 1.52185
H 2.61804 1.92635 1.67738
H -0.81498 -0.09688 1.78638
H 0.10252 0.94554 2.85125
H -0.39813 1.41202 1.07896
H 2.87829 1.34799 0.09738
H 1.49982 2.16094 0.51715
C -2.17128 -0.50097 -1.63884
C -1.12434 -1.65763 -1.91562
H -2.34714 -0.00967 -0.63510
H -1.73747 0.21726 -2.48914
H -3.09890 -0.69782 -2.01866
H -1.12475 -2.39340 -1.10922
H -0.20540 -1.25162 -1.79725
H -1.37281 -2.17794 -2.85726

***

Energetically preferred structure: *P* | next structure: +1.316 eV

***

*P*
8
Properties=species:S:1:pos:R:3 method="wB97M-V/def2-TZVPD" homo_energy_ev="-9.77 / -7.52" orbital_gap_ev="9.91 / 6.89" total_charge=0 e_lumo_ev="0.1 / -0.6"
C 0.44056 0.10918 1.11415
C 1.68933 0.05312 1.00201
O 0.16331 0.47823 -1.62152
O 1.52382 0.47568 -1.45255
Cl 3.24636 -0.06426 0.88460
H -0.15191 -0.16349 1.94310
H -0.24466 0.14097 0.26727
H -0.06949 -0.29909 -2.20990

***

*Q*
8
Properties=species:S:1:pos:R:3 method="wB97M-V/def2-TZVPD" homo_energy_ev=-10.94 orbital_gap_ev=10.70 smiles="CC(=O)OCl" total_charge=0 e_lumo_ev=-0.2
C 0.02385 0.26537 -0.01471
C -1.31594 0.90394 0.36581
O -2.34687 0.62945 -0.18453
O -1.26313 1.73078 1.54763
Cl -2.81249 2.01398 2.22376
H 0.75941 1.15466 -0.28523
H 0.41526 -0.20230 0.92476
H -0.01590 -0.47627 -0.84221

***

Energetically preferred structure: *Q* | next structure: +5.840 eV